Formula: C47H42N5NiS4
Source: OMol25
Level of theory: ωB97M-V/def2-TZVPD

CARTESIAN COORDINATES (ANGSTROEM)
Ni 0.21737 -1.31315 -0.27006
S 1.77909 0.65784 1.35657
C 0.40799 1.44712 1.81192
N 0.20737 2.76829 1.78079
C -0.96852 3.36259 2.40783
C -1.30604 2.56690 3.64171
N -1.52242 1.17222 3.24575
C -2.68070 0.50635 3.85205
C -3.97405 1.07999 3.32514
C -4.94643 1.54625 4.19928
C -6.13680 2.07167 3.71083
C -6.35515 2.14230 2.34408
C -5.38272 1.68305 1.46286
C -4.20057 1.15254 1.95158
C -0.77456 0.62738 2.30299
S -1.12735 -0.87209 1.63249
C 1.19317 3.70451 1.23523
C 1.87076 4.49444 2.32765
C 1.82992 5.88260 2.32652
C 2.44760 6.60608 3.33935
C 3.10402 5.94187 4.36313
C 3.14634 4.55263 4.37117
C 2.53414 3.83145 3.35878
H -1.81604 3.37856 1.71530
H -0.71872 4.38710 2.68052
H -2.23103 2.92815 4.08778
H -0.50267 2.63120 4.37998
H -2.61119 0.64891 4.93201
H -2.60147 -0.55699 3.64271
H -4.77695 1.49695 5.26887
H -6.88913 2.43025 4.40060
H -7.27949 2.55564 1.96325
H -5.54855 1.73565 0.39380
H -3.44771 0.78449 1.26418
H 0.66523 4.37650 0.55489
H 1.90726 3.11949 0.65996
H 1.31540 6.40433 1.52726
H 2.41238 7.68736 3.32750
H 3.58505 6.50301 5.15315
H 3.66580 4.03201 5.16500
H 2.58258 2.74850 3.35470
C 0.30547 -4.02671 0.53115
N -0.48403 -3.28383 -0.47228
C -1.91879 -3.46285 -0.18917
C -0.18168 -3.81501 -1.84069
C 0.70804 -2.84149 -2.56011
C 0.67232 -2.65448 -3.88874
C 1.35451 -1.60991 -4.74657
C 2.19452 0.33194 -4.09573
C 1.96462 0.43787 -2.55215
C 1.29835 -1.85175 -1.66110
H 0.01971 -5.08462 0.54180
H 0.13650 -3.59961 1.51861
H 1.36511 -3.95049 0.29081
H -2.20661 -4.51279 -0.30662
H -2.50561 -2.85155 -0.87482
H -2.13868 -3.15941 0.83188
H -1.11880 -3.93528 -2.38370
H 0.27099 -4.80645 -1.75022
H 0.02050 -3.32315 -4.44675
H 1.32945 -1.97314 -5.77217
H 2.68388 1.20338 -4.52148
H 2.49459 1.26027 -2.07398
S 6.97075 -3.78194 -1.90444
C 7.64168 -5.01983 -0.93829
C 6.75253 -5.47613 -0.01493
C 5.50181 -4.80897 -0.09405
C 5.46604 -3.85422 -1.07012
C 4.35917 -2.95732 -1.41495
C 3.53491 -2.48581 -0.46756
N 2.44059 -1.63564 -0.76532
C 2.38502 -0.96917 -2.08631
C 3.26869 -1.58913 -3.09570
C 2.79692 -1.07026 -4.38835
C 0.83343 -0.10584 -4.68759
C -0.17762 0.22831 -3.64554
C -1.55379 0.14054 -3.68457
C -2.27376 0.37966 -2.51277
C -1.54572 0.64484 -1.36015
N -0.20916 0.68976 -1.30101
C 0.45638 0.53369 -2.44174
C -3.73732 0.29224 -2.43033
C -4.48121 -0.12957 -1.36233
C -5.87865 -0.08892 -1.61080
C -6.16842 0.36242 -2.86164
S -4.75347 0.73437 -3.74360
C 4.15839 -2.53619 -2.80004
H 8.65441 -5.34816 -1.10513
H 6.97513 -6.26538 0.68756
H 4.65287 -5.04454 0.53258
H 3.69837 -2.65321 0.58902
H 3.49535 -1.13887 -5.21854
H 0.59915 0.27517 -5.67941
H -2.06994 -0.13813 -4.59704
H -2.06570 0.80756 -0.42416
H -4.04270 -0.48428 -0.43799
H -6.63097 -0.39116 -0.89688
H -7.13790 0.49241 -3.31393
H 4.74720 -3.00321 -3.58104

Forces on atoms 1 to 2 (eV/Å):
Ni -0.64 0.19 0.20
S -0.02 0.04 0.22

Results
**Charge**: +1
**Electronic energy**: -5190.75337 a.u.
**LUMO (alpha / beta)**: -2.975 / -2.974 eV
**Energy relative to the best compared isomer or geometry (same formula, charge and spin)**: 99.5 kcal/mol
**Frontier orbital gap (alpha / beta)**: 6.8 / 6.9 eV
**Strongest force on any atom**: 0.70 eV/A
**E_HOMO (alpha / beta)**: -0.3606 / -0.3619 Eh



Formula: C47H43AlF6N4O6S3SiTe
Source: OMol25
Level of theory: ωB97M-V/def2-TZVPD

CARTESIAN COORDINATES (ANGSTROEM)
Al 1.05621 0.18341 0.74127
C -3.57913 -1.12816 -4.27233
C -2.79632 -0.66330 -3.07122
C -2.83041 0.66750 -2.64766
C -2.11387 1.11409 -1.55409
C -2.18617 2.55173 -1.13872
O -2.47204 2.85845 -0.00345
C -1.91293 3.60566 -2.17046
C -2.38899 4.89287 -1.93600
C -2.11763 5.90900 -2.83542
C -1.35174 5.64928 -3.96612
C -0.85965 4.37272 -4.19535
C -1.14593 3.35005 -3.30239
C -1.29524 0.21937 -0.84261
O -0.46320 0.67719 0.04481
C -1.28578 -1.13992 -1.21236
C -2.02290 -1.54128 -2.33945
C -0.60926 -2.12469 -0.36208
N 0.22392 -1.78404 0.57649
C 0.65219 -2.79157 1.55880
C -0.49503 -3.37441 2.38015
Te -1.79497 -1.91805 3.28548
C -3.49468 -2.22967 2.09430
C -4.22480 -3.41228 2.15940
C -5.34175 -3.58302 1.35333
C -5.73962 -2.57137 0.48838
C -5.02488 -1.38174 0.43934
C -3.90432 -1.20719 1.24229
C -0.93817 -3.56027 -0.66122
C -2.25673 -4.00534 -0.64775
C -2.55007 -5.32728 -0.94552
C -1.53531 -6.21274 -1.27968
C -0.22234 -5.76667 -1.32750
C 0.07211 -4.44676 -1.02214
H -3.98625 -0.28208 -4.82494
H -4.41490 -1.76684 -3.97979
H -2.95111 -1.70267 -4.95468
H -3.43637 1.38150 -3.19677
H -2.96226 5.07642 -1.03675
H -2.49472 6.90680 -2.65321
H -1.13403 6.44521 -4.66670
H -0.25027 4.17332 -5.06727
H -0.75385 2.35525 -3.47563
H -1.97711 -2.57468 -2.65838
H 1.36327 -2.31177 2.22945
H 1.18872 -3.60503 1.06642
H -0.07079 -3.97930 3.18013
H -1.12930 -4.02334 1.77951
H -3.92387 -4.20064 2.83889
H -5.90724 -4.50547 1.40728
H -6.61376 -2.70521 -0.13607
H -5.33331 -0.58739 -0.22854
H -3.33625 -0.28433 1.19115
H -3.05588 -3.31536 -0.40802
H -3.57947 -5.65886 -0.91972
H -1.76742 -7.24382 -1.51244
H 0.57536 -6.44405 -1.60378
H 1.09815 -4.10743 -1.07099
F -3.08237 3.12646 5.09959
C -1.75446 3.17503 5.00896
F -1.40491 4.16583 4.20163
F -1.23967 3.38881 6.21333
S -1.20583 1.54912 4.34747
O -1.81401 1.39399 3.06488
O -1.45293 0.60171 5.39266
N 0.35539 1.92156 4.23709
S 1.48500 1.05246 3.75183
O 2.71005 1.76359 3.57323
O 1.14223 0.18856 2.58145
C 1.89401 -0.22843 5.01721
F 2.08861 0.37750 6.17505
F 0.95168 -1.14435 5.14886
F 3.02587 -0.84234 4.64572
C 4.66590 1.06915 -1.28014
Si 2.87833 1.67100 -1.32510
C 1.90798 0.54309 -2.50440
C 2.85307 3.38265 -2.07579
N 2.09769 1.63619 0.22613
C 1.96819 2.88990 0.88332
C 0.72182 3.39807 1.26173
C 0.62042 4.63461 1.88454
C 1.75190 5.39229 2.14963
C 2.99714 4.88889 1.79259
C 3.10301 3.65234 1.17732
H 5.27286 1.63931 -1.98817
H 4.76036 0.01291 -1.55002
H 5.10402 1.20546 -0.28824
H 2.55554 -0.09491 -3.10996
H 1.31417 1.16085 -3.18278
H 1.18956 -0.10353 -1.98693
H 2.86612 3.29918 -3.16614
H 3.71170 3.98327 -1.77157
H 1.95022 3.92616 -1.78462
H -0.17658 2.83402 1.04754
H -0.36206 5.00755 2.15445
H 1.66706 6.35835 2.62988
H 3.89447 5.45618 2.00831
H 4.08160 3.25344 0.92960
S 5.21018 -1.46334 1.57769
C 3.75406 -0.58334 1.53155
N 2.89361 -0.92284 0.61541
C 3.41818 -1.93681 -0.19172
C 2.84014 -2.47130 -1.34349
C 3.52890 -3.43924 -2.04141
C 4.78533 -3.89102 -1.61597
C 5.37781 -3.35887 -0.49171
C 4.68436 -2.37079 0.20483
H 3.58592 0.23720 2.21514
H 1.87848 -2.11746 -1.68709
H 3.09287 -3.85238 -2.94198
H 5.30214 -4.65293 -2.18355
H 6.35691 -3.68459 -0.16750

Forces on atoms 1 to 2 (eV/Å):
Al 0.33 -0.56 -0.18
C 0.02 0.02 0.02

Results
**Charge**: 0
**Electronic energy**: -5081.22292 a.u.
**LUMO**: -0.440 eV
**Energy relative to the best compared isomer or geometry (same formula, charge and spin)**: 0.0 kcal/mol
**Frontier orbital gap**: 7.0 eV
**Strongest force on any atom**: 0.93 eV/A
**E_HOMO**: -0.2729 Eh